1.
{
  "formula": "C19H18F8N2O4PtS5",
  "method": "ωB97M-V/def2-TZVPD",
  "elements": ["Pt", "S", "S", "S", "S", "S", "F", "F", "F", "F", "F", "F", "F", "F", "O", "O", "O", "O", "N", "N", "C", "C", "C", "C", "C", "C", "C", "C", "C", "C", "C", "C", "C", "C", "C", "C", "C", "C", "C", "H", "H", "H", "H", "H", "H", "H", "H", "H", "H", "H", "H", "H", "H", "H", "H", "H", "H"],
  "positions_angstrom": [[0.19070, -0.28248, -0.32098], [-0.41570, -2.53198, -1.54648], [0.12900, 3.11802, -1.22358], [-2.19600, 0.37172, -1.17048], [-1.33650, -4.99018, -1.59798], [-3.24110, 3.79442, 0.36612], [2.16250, -2.12658, -0.97508], [1.62790, -4.18908, -0.77718], [4.91360, 1.21842, -2.33028], [-0.88250, -6.57218, -3.68728], [0.99960, -2.75338, 0.71412], [0.89730, -6.07068, -2.59578], [4.65140, 0.80382, 2.31502], [-0.48440, -7.50958, -1.78948], [-1.33670, -2.17948, -0.49528], [-0.02650, -1.41168, -2.38278], [-2.70930, -5.28118, -1.83108], [-0.84990, -4.92758, -0.25488], [0.56570, -0.03118, 1.96192], [-0.77990, -3.74278, -2.43348], [2.09210, 0.88902, 3.53032], [-0.39400, -6.36678, -2.46688], [-3.70800, 1.13172, -0.41648], [2.63050, 0.70022, 1.05762], [2.79220, 0.92372, -1.34508], [-0.31780, -0.22098, 2.92842], [4.80120, 1.00932, 0.00122], [1.76750, 0.51092, 2.22552], [-1.75530, 1.47692, -2.55388], [-3.56770, 2.04882, 0.78722], [2.01020, 0.71862, -0.21478], [-0.50330, 3.00272, 0.48752], [-0.06120, 0.12482, 4.24402], [-1.37390, 2.91112, -2.23378], [4.01650, 0.84902, 1.12462], [4.16620, 1.04772, -1.22778], [-1.51310, 4.04402, 0.92162], [1.17250, 0.68752, 4.54342], [1.17390, -2.96138, -0.59418], [-4.26500, 0.24322, -0.11318], [-4.24820, 1.62412, -1.22098], [-1.24480, 5.02812, 0.53792], [-0.80190, -0.04618, 5.00832], [-1.54350, 4.08202, 2.01302], [-1.13390, 3.41092, -3.17218], [5.87390, 1.07342, 0.08482], [-2.80290, 1.70232, 1.47792], [-0.91580, 0.94862, -3.01168], [-2.60130, 1.47922, -3.24518], [2.34830, 0.97422, -2.32708], [-4.52600, 2.05882, 1.30642], [-1.24890, -0.68538, 2.63262], [-0.87600, 1.98362, 0.63082], [0.39990, 3.12262, 1.08822], [1.41330, 0.97002, 5.55682], [3.04340, 1.34342, 3.75152], [-2.17840, 3.45352, -1.74208]],
  "gap_ev": 7.111,
  "de_lowest_kj_mol": 210.84,
  "lumo_ev": -1.336
}

2.
{
  "formula": "C19H18FNO3S",
  "method": "ωB97M-V/def2-TZVPD",
  "elements": ["S", "F", "O", "O", "O", "N", "C", "C", "C", "C", "C", "C", "C", "C", "C", "C", "C", "C", "C", "C", "C", "C", "C", "C", "C", "H", "H", "H", "H", "H", "H", "H", "H", "H", "H", "H", "H", "H", "H", "H", "H", "H", "H"],
  "positions_angstrom": [[-2.67910, -0.57813, 0.20399], [5.40611, 3.11295, 0.96839], [-3.06289, -0.53528, -1.18059], [-2.19601, -1.81134, 0.74938], [3.32643, -2.37909, -1.81996], [-1.52222, 0.61432, 0.51115], [-5.09206, 0.67393, 0.60722], [-4.97890, 0.36075, 3.36578], [2.78508, 0.15936, -0.17478], [2.26920, -1.54089, -1.88142], [1.85035, -1.41671, -3.17322], [4.04273, 2.15079, -0.69554], [1.80923, -0.91728, -0.59951], [-3.95447, -0.13063, 2.57410], [-0.15678, 0.13750, 0.60701], [4.19447, 1.16468, 1.50448], [3.58269, -2.79432, -3.07265], [-6.11621, 1.16346, 1.40210], [3.16176, 1.15371, -1.07057], [-4.02549, 0.03359, 1.20502], [3.31154, 0.17489, 1.11001], [-6.05580, 1.00731, 2.77796], [2.70697, -2.23778, -3.94902], [0.39271, -0.34475, -0.73572], [4.54642, 2.14146, 0.59242], [-4.94053, 0.23890, 4.43761], [0.46039, 0.94204, 1.01743], [-1.62464, 1.34681, -0.17711], [0.39884, 0.48828, -1.44224], [2.76887, 1.14049, -2.07624], [1.79852, -1.69877, 0.16808], [-6.95946, 1.66306, 0.94990], [1.03027, -0.83152, -3.53477], [3.03110, -0.59586, 1.81231], [-3.10709, -0.64867, 2.99296], [2.66830, -2.38726, -5.00836], [-5.10715, 0.76633, -0.46722], [-0.18295, -0.69229, 1.31516], [-6.85494, 1.38820, 3.39634], [4.39927, -3.47541, -3.20595], [4.60978, 1.18422, 2.49962], [-0.27774, -1.11590, -1.11978], [4.34339, 2.92488, -1.38376]],
  "gap_ev": 9.110,
  "smiles": "O=S(=O)(NCC[C@H](c1ccc(F)cc1)c1ccco1)c1ccccc1",
  "de_lowest_kj_mol": 9.75,
  "lumo_ev": 0.606
}

3.
{
  "formula": "C19H18FeN2O4",
  "method": "ωB97M-V/def2-TZVPD",
  "elements": ["Fe", "O", "O", "O", "O", "N", "N", "C", "C", "C", "C", "C", "C", "C", "C", "C", "C", "C", "C", "C", "C", "C", "C", "C", "C", "C", "H", "H", "H", "H", "H", "H", "H", "H", "H", "H", "H", "H", "H", "H", "H", "H", "H", "H"],
  "positions_angstrom": [[-2.91059, -1.52882, -0.88569], [3.65588, -0.90029, -0.10619], [2.00048, -2.26293, 0.30358], [5.85123, 4.37568, 0.83645], [5.92764, 2.57204, -0.42990], [2.53396, -1.12324, 0.43424], [5.44177, 3.23261, 0.51621], [0.19619, 0.59505, -1.80806], [2.13259, 1.76411, 2.68986], [-0.10343, -0.35715, -0.73552], [-1.53774, -1.85596, -2.24405], [3.86079, 3.43733, 2.35856], [-2.34379, -3.03733, -2.02658], [2.77529, 2.93898, 3.08850], [-0.89180, -1.47998, -0.97017], [2.57435, 1.04134, 1.54142], [-4.88754, -1.60854, -0.69354], [-3.61157, 0.28760, -1.23697], [-2.26152, -3.38273, -0.59515], [3.74708, 1.47956, 0.88752], [-3.44881, 0.03377, 0.18379], [-4.23613, -1.14084, 0.51965], [1.87943, -0.14122, 1.13172], [-4.49788, -0.72351, -1.77704], [4.36130, 2.69088, 1.26988], [-1.42395, -2.41247, 0.04337], [4.34587, 4.37731, 2.60193], [1.34095, 1.30297, 3.28366], [4.18474, 0.82544, 0.14058], [-4.38639, -1.54352, 1.52027], [0.90353, 0.20558, -2.55476], [-2.86609, -3.59861, -2.79824], [-2.90335, 0.66587, 0.88165], [-3.22511, 1.14964, -1.77683], [-5.61678, -2.40936, -0.76197], [0.61976, 1.51777, -1.39069], [0.14446, -0.12505, 0.27956], [0.96077, -0.42539, 1.65600], [-1.07593, -2.38103, 1.08121], [-2.71295, -4.25405, -0.12952], [-1.31905, -1.33657, -3.17301], [2.45080, 3.47976, 3.98110], [-4.88438, -0.75164, -2.79218], [-0.74409, 0.80697, -2.34465]],
  "gap_ev": [2.383, 5.608],
  "spin_multiplicity": 5,
  "total_charge": -4,
  "lumo_ev": [8.589, 8.585]
}

4.
{
  "formula": "C19H18I2N3OPd",
  "method": "ωB97M-V/def2-TZVPD",
  "elements": ["I", "I", "Pd", "O", "N", "N", "N", "C", "C", "C", "C", "C", "C", "C", "C", "C", "C", "C", "C", "C", "C", "C", "C", "C", "C", "C", "H", "H", "H", "H", "H", "H", "H", "H", "H", "H", "H", "H", "H", "H", "H", "H", "H", "H"],
  "positions_angstrom": [[-6.84141, -0.12103, -1.12394], [-2.07359, -3.60125, 0.03343], [-0.17987, -0.05019, 0.31972], [-0.69754, -1.01417, -1.26363], [0.32482, 0.74628, 2.19051], [-0.80475, 1.83958, -0.82254], [1.73555, 0.53791, -0.95000], [-2.03130, -0.85472, -1.20923], [0.42244, 2.57634, -1.15143], [-2.57704, 0.37080, -1.63286], [-2.89044, -1.83844, -0.71419], [2.65950, -1.98716, 3.11430], [0.66280, -2.19938, 4.43700], [3.46156, -0.07432, -2.47610], [0.88423, -0.39979, 2.87901], [0.13875, -1.06165, 3.84048], [1.50693, 1.64573, -1.65947], [-4.78423, -0.43108, -1.15542], [-4.26331, -1.63536, -0.70390], [2.23767, 1.95027, -2.79423], [1.91992, -2.66148, 4.07707], [2.14201, -0.85579, 2.50406], [3.23464, 1.07807, -3.20724], [-1.58200, 1.41891, -2.02266], [2.68240, -0.30661, -1.35529], [-3.94286, 0.58058, -1.60581], [2.32563, -3.54555, 4.54937], [-1.40377, 2.41551, -0.24041], [3.64295, -2.34281, 2.83791], [-0.51559, 1.06525, 2.66282], [0.23799, 3.35806, -1.89264], [2.02355, 2.85457, -3.34884], [3.81604, 1.29284, -4.09380], [0.97751, 1.52311, 2.16413], [0.77405, 3.06555, -0.24013], [2.81376, -1.20414, -0.76293], [-4.35616, 1.52588, -1.93495], [0.08604, -2.72120, 5.18839], [-4.92054, -2.40990, -0.33387], [-2.06657, 2.28181, -2.48561], [-0.86447, 0.99461, -2.72563], [2.70867, -0.31978, 1.75262], [-0.84256, -0.69717, 4.12258], [4.21862, -0.78870, -2.76665]],
  "gap_ev": [6.407, 6.408],
  "total_charge": 1,
  "lumo_ev": [-4.365, -4.366]
}

Q: Number 1 is which compound?
A: C19H18F8N2O4PtS5

Copy entry 2 word for word.
{
  "formula": "C19H18FNO3S",
  "method": "ωB97M-V/def2-TZVPD",
  "elements": ["S", "F", "O", "O", "O", "N", "C", "C", "C", "C", "C", "C", "C", "C", "C", "C", "C", "C", "C", "C", "C", "C", "C", "C", "C", "H", "H", "H", "H", "H", "H", "H", "H", "H", "H", "H", "H", "H", "H", "H", "H", "H", "H"],
  "positions_angstrom": [[-2.67910, -0.57813, 0.20399], [5.40611, 3.11295, 0.96839], [-3.06289, -0.53528, -1.18059], [-2.19601, -1.81134, 0.74938], [3.32643, -2.37909, -1.81996], [-1.52222, 0.61432, 0.51115], [-5.09206, 0.67393, 0.60722], [-4.97890, 0.36075, 3.36578], [2.78508, 0.15936, -0.17478], [2.26920, -1.54089, -1.88142], [1.85035, -1.41671, -3.17322], [4.04273, 2.15079, -0.69554], [1.80923, -0.91728, -0.59951], [-3.95447, -0.13063, 2.57410], [-0.15678, 0.13750, 0.60701], [4.19447, 1.16468, 1.50448], [3.58269, -2.79432, -3.07265], [-6.11621, 1.16346, 1.40210], [3.16176, 1.15371, -1.07057], [-4.02549, 0.03359, 1.20502], [3.31154, 0.17489, 1.11001], [-6.05580, 1.00731, 2.77796], [2.70697, -2.23778, -3.94902], [0.39271, -0.34475, -0.73572], [4.54642, 2.14146, 0.59242], [-4.94053, 0.23890, 4.43761], [0.46039, 0.94204, 1.01743], [-1.62464, 1.34681, -0.17711], [0.39884, 0.48828, -1.44224], [2.76887, 1.14049, -2.07624], [1.79852, -1.69877, 0.16808], [-6.95946, 1.66306, 0.94990], [1.03027, -0.83152, -3.53477], [3.03110, -0.59586, 1.81231], [-3.10709, -0.64867, 2.99296], [2.66830, -2.38726, -5.00836], [-5.10715, 0.76633, -0.46722], [-0.18295, -0.69229, 1.31516], [-6.85494, 1.38820, 3.39634], [4.39927, -3.47541, -3.20595], [4.60978, 1.18422, 2.49962], [-0.27774, -1.11590, -1.11978], [4.34339, 2.92488, -1.38376]],
  "gap_ev": 9.110,
  "smiles": "O=S(=O)(NCC[C@H](c1ccc(F)cc1)c1ccco1)c1ccccc1",
  "de_lowest_kj_mol": 9.75,
  "lumo_ev": 0.606
}